C22H35BN10O2P2Re as an isolated structure. Source: the Open Molecules 2025 dataset; level of theory: ωB97M-V/def2-TZVPD.

Values from the calculation:
* charge: +3
* energy above the lowest of the compared OMol25 structures with the same formula, charge and spin: 0.0 kJ/mol
* ⟨S²⟩: 2.021
* gap between HOMO and LUMO (spin up / spin down): 6.61 / 5.34 eV
* spin multiplicity: 3
* molecular weight: 730.56 g mol⁻¹

The geometry in XYZ format:
```
73
C22H35BN10O2P2Re, DFT ωB97M-V/def2-TZVPD
Re 0.438 0.572 -0.101
P -0.327 2.400 1.538
P 2.141 2.448 -0.167
O -0.105 1.795 -1.571
O -4.215 -1.055 0.283
N -3.151 -0.411 -0.268
N -0.391 -0.793 1.258
N -1.242 1.255 -1.042
N 2.123 -1.971 0.302
N 0.775 -4.179 0.046
N -0.221 -2.128 1.058
N 0.263 -0.860 -1.642
N 0.360 -2.188 -1.404
N 1.843 -4.920 0.447
N 2.192 -0.593 0.282
C -1.541 -1.906 2.825
C 0.119 -6.287 -0.070
C 3.348 -2.480 0.433
C 1.186 3.988 -0.263
C -1.198 -0.669 2.334
C 4.269 -1.440 0.494
C 0.006 -1.939 -3.577
C 3.123 2.346 -1.677
C 0.217 4.058 0.923
C -0.279 -5.000 -0.272
C -2.125 2.626 1.675
C 3.196 2.796 1.271
C -3.522 0.628 -0.921
C 1.457 -6.176 0.377
C 3.513 -0.304 0.387
C 0.036 -0.706 -2.965
C 0.222 -2.853 -2.554
C -4.942 1.060 -1.097
C -2.409 1.364 -1.562
C -2.644 2.203 -2.767
C -0.888 -2.807 1.989
C 0.302 2.192 3.235
B 0.781 -2.693 0.001
H -1.227 -4.603 -0.604
H 3.828 1.517 -1.667
H 2.621 3.378 1.991
H -2.675 1.706 1.857
H 3.675 3.282 -1.787
H 3.460 -3.553 0.471
H 0.666 4.028 -1.216
H -3.149 3.129 -2.477
H -3.313 1.682 -3.453
H -0.459 -7.183 -0.217
H 3.881 0.701 0.381
H -5.023 2.044 -1.553
H 3.612 1.939 1.790
H 0.522 3.171 3.663
H -5.479 0.340 -1.718
H -5.447 1.073 -0.131
H 0.655 4.592 1.767
H -0.681 4.610 0.649
H 4.014 3.426 0.912
H -1.495 0.288 2.714
H 2.141 -6.964 0.648
H -2.305 3.321 2.498
H -0.841 -3.884 2.020
H 2.450 2.234 -2.527
H -3.853 -1.850 0.696
H 1.200 1.576 3.259
H -1.715 2.458 -3.270
H -0.455 1.724 3.864
H -0.139 -2.152 -4.622
H -2.149 -2.130 3.685
H 0.296 -3.929 -2.579
H -2.498 3.081 0.758
H 1.900 4.815 -0.242
H -0.067 0.275 -3.397
H 5.338 -1.516 0.599
```